Computed, not measured: 2 unconnected molecules or ions with the total composition CH8N3 at a distorted geometry, with ωB97M-V/def2-TZVPD.

The frontier orbital gap is 11.4 eV. As for the total charge: +1. Its lowest unoccupied orbital energy is -3.8 eV. Its energy relative to the best compared isomer or geometry (same formula, charge and spin) is 22.71 kcal per mole. The largest force on an atom comes out at 3.021 eV Å⁻¹.

Cartesian coordinates (Å):
N 1.089 1.511 -0.874
H 0.798 2.447 -0.917
H 0.596 0.430 0.265
H 2.113 1.482 -0.731
H 0.981 1.272 -1.880
N -1.542 -1.118 -0.181
C -0.832 -1.021 0.961
N 0.332 -0.393 0.986
H -0.962 -1.050 -1.090
H -2.575 -1.295 -0.012
H -1.067 -1.530 1.855
H 1.069 -0.734 1.618

Mulliken atomic charge list, values in e, 6 entries:
1 N -0.904
2 H 0.248
3 H 0.410
4 H 0.298
5 H 0.291
6 N -0.397

Computed, not measured: 2 unconnected molecules or ions with the total composition C2H10N3 at a distorted geometry, with ωB97M-V/def2-TZVPD.

The frontier orbital gap is 10.6 eV. As for the total charge: +1. Its lowest unoccupied orbital energy is -3.2 eV. Its energy relative to the best compared isomer or geometry (same formula, charge and spin) is 38.43 kcal per mole. The largest force on an atom comes out at 1.945 eV Å⁻¹.

Cartesian coordinates (Å):
C 1.145 -2.655 0.151
N -0.118 -1.899 -0.140
H 0.922 -3.664 0.469
H 1.854 -2.571 -0.655
H 1.634 -2.144 0.986
H -0.872 -2.399 0.317
H -0.279 -1.895 -1.149
H 0.005 -0.758 0.000
N -0.507 2.819 0.403
C -0.745 1.570 -0.183
N 0.121 0.670 -0.338
H -0.244 3.591 -0.182
H -1.022 3.093 1.224
H -1.758 1.478 -0.599
H 1.049 1.006 -0.067

Mulliken atomic charge list, values in e, 6 entries:
1 C -0.790
2 N -0.375
3 H 0.339
4 H 0.315
5 H 0.316
6 H 0.342

Computed, not measured: 11 unconnected molecules or ions with the total composition C24H73F6N5O10P at a distorted geometry, with ωB97M-V/def2-TZVPD.

The frontier orbital gap is 9.2 eV. As for the total charge: -1. Its lowest unoccupied orbital energy is 2.3 eV. The largest force on an atom comes out at 2.248 eV Å⁻¹.

Cartesian coordinates (Å):
P -0.648 1.137 0.478
F -0.760 -0.459 0.172
F -1.333 1.589 -0.932
F -2.100 1.108 1.175
F -0.549 2.762 0.766
F -0.010 0.703 1.883
F 0.759 1.319 -0.283
C -5.022 3.009 4.894
C -4.569 1.763 4.147
O -3.769 2.245 3.040
H -5.628 3.656 4.266
H -4.108 3.540 5.169
H -5.472 2.740 5.852
H -5.341 1.158 3.661
H -3.821 1.166 4.684
H -3.706 1.529 2.405
C 1.297 2.643 4.112
C 1.899 1.397 4.748
O 1.669 1.394 6.164
H 1.508 2.731 3.051
H 1.608 3.469 4.766
H 0.214 2.714 4.254
H 2.963 1.336 4.528
H 1.307 0.570 4.351
H 1.169 2.182 6.394
C 7.369 4.700 -0.788
C 6.112 4.014 -1.300
C 4.870 4.881 -1.379
O 3.786 3.987 -1.548
C 2.510 4.609 -1.402
N 6.387 3.458 -2.650
H 7.320 5.734 -1.149
H 8.283 4.315 -1.237
H 7.457 4.682 0.298
H 5.870 3.154 -0.663
H 4.948 5.542 -2.251
H 4.713 5.468 -0.469
H 1.675 3.911 -1.399
H 2.555 5.259 -2.282
H 2.371 5.145 -0.457
H 5.471 3.108 -2.935
H 6.968 2.635 -2.531
C -3.698 -0.379 -1.474
C -4.889 -1.264 -1.871
C -4.770 -2.647 -1.208
O -5.591 -3.596 -1.867
C -4.995 -4.203 -2.986
N -6.152 -0.586 -1.439
H -2.859 -0.639 -2.121
H -3.442 -0.610 -0.437
H -3.859 0.699 -1.461
H -4.960 -1.228 -2.963
H -5.077 -2.755 -0.167
H -3.724 -2.984 -1.192
H -4.498 -3.504 -3.666
H -5.728 -4.761 -3.566
H -4.218 -4.906 -2.661
H -6.196 0.281 -1.964
H -6.858 -1.209 -1.827
C 2.923 -6.136 -2.228
C 2.922 -4.633 -2.030
C 1.549 -4.119 -1.531
O 0.808 -3.695 -2.659
C -0.457 -3.221 -2.221
N 3.979 -4.316 -1.052
H 2.985 -6.772 -1.343
H 3.833 -6.389 -2.778
H 2.030 -6.478 -2.754
H 3.139 -4.044 -2.920
H 1.664 -3.278 -0.835
H 0.978 -4.897 -1.005
H -0.891 -2.716 -3.084
H -0.395 -2.493 -1.407
H -1.085 -4.048 -1.873
H 3.728 -4.593 -0.107
H 4.110 -3.315 -0.932
C -0.553 -3.609 5.079
C -0.952 -2.108 5.116
C -1.390 -1.716 3.698
O -2.473 -2.515 3.215
C -3.258 -1.960 2.183
N -2.014 -1.884 6.068
H -0.983 -4.147 4.233
H -0.835 -4.198 5.955
H 0.532 -3.716 5.053
H -0.002 -1.627 5.347
H -0.607 -1.850 2.943
H -1.723 -0.672 3.678
H -2.751 -2.052 1.217
H -3.471 -0.891 2.295
H -4.216 -2.475 2.121
H -2.751 -2.534 5.824
H -2.374 -0.942 6.101
C 1.339 -0.762 -4.632
C 1.644 -0.033 -3.338
C 2.939 -0.408 -2.634
O 4.048 -0.314 -3.543
C 5.198 -0.951 -3.077
N 1.561 1.409 -3.566
H 0.300 -0.545 -4.882
H 1.409 -1.821 -4.362
H 2.046 -0.618 -5.444
H 0.939 -0.210 -2.511
H 2.942 -1.419 -2.214
H 3.159 0.331 -1.855
H 4.983 -1.869 -2.514
H 5.777 -0.275 -2.437
H 5.852 -1.322 -3.870
H 1.535 1.872 -2.660
H 0.639 1.627 -3.933
O -3.941 2.806 -0.059
H -4.614 2.144 0.124
H -3.097 2.325 0.030
O -2.955 3.403 -2.719
H -2.280 2.817 -2.357
H -2.984 3.199 -3.660
O -1.427 5.079 -0.063
H -1.070 4.238 0.297
H -0.652 5.625 -0.226

Mulliken atomic charge list, values in e, 6 entries:
1 P 1.435
2 F -0.456
3 F -0.230
4 F -0.191
5 F -0.462
6 F -0.318

Computed, not measured: a molecular structure, C16H43N3O8PbZn at a distorted geometry, with ωB97M-V/def2-TZVPD.

The frontier orbital gap is 8.1 eV. As for the total charge: +2. Its lowest unoccupied orbital energy is -6.8 eV. The largest force on an atom comes out at 4.870 eV Å⁻¹.

Cartesian coordinates (Å):
Pb 1.430 0.565 -2.341
Zn 2.188 -1.733 0.352
O 2.560 -1.947 -1.762
H 1.845 -2.517 -2.106
O 0.833 -0.542 -0.260
H 0.195 -0.028 0.272
C 0.470 -0.224 4.184
C 1.759 -0.433 3.365
C 3.037 -0.897 4.150
O 3.273 -0.090 5.305
C 4.549 -0.423 5.914
N 1.530 -1.423 2.360
H 0.024 -1.174 4.478
H -0.264 0.356 3.624
H 0.656 0.180 5.180
H 2.001 0.489 2.836
H 3.823 -0.833 3.398
H 2.878 -1.905 4.533
H 5.355 -0.327 5.187
H 4.529 -1.407 6.382
H 4.794 0.315 6.678
H 0.558 -1.252 2.145
H 1.605 -2.362 2.724
C -2.554 -0.751 -5.030
C -1.534 0.127 -4.302
C -2.003 0.938 -3.093
O -0.849 1.420 -2.348
C -0.971 2.269 -1.166
N -0.497 -0.858 -3.817
H -3.111 -1.375 -4.332
H -2.186 -1.474 -5.758
H -3.311 -0.205 -5.591
H -1.073 0.830 -4.996
H -2.498 0.190 -2.474
H -2.776 1.652 -3.378
H 0.056 2.497 -0.883
H -1.549 1.810 -0.363
H -1.577 3.141 -1.410
H -1.013 -1.603 -3.372
H -0.153 -1.441 -4.566
C 3.624 2.544 1.639
C 2.254 2.840 0.990
C 1.583 4.231 0.998
O 1.253 4.646 2.332
C 0.313 3.805 2.914
N 2.541 2.273 -0.329
H 4.381 3.161 1.155
H 3.957 1.508 1.708
H 3.775 2.763 2.696
H 1.478 2.209 1.421
H 0.700 4.240 0.359
H 2.274 4.914 0.503
H 0.926 2.960 3.230
H -0.535 3.516 2.294
H 0.030 4.197 3.891
H 3.029 1.400 -0.182
H 3.266 2.818 -0.774
C -5.373 -3.441 -4.421
C -4.179 -3.959 -3.581
O -4.172 -3.205 -2.357
C -3.058 -2.829 -1.743
O -1.858 -3.075 -2.132
O -3.548 -2.243 -0.648
C -2.704 -1.652 0.271
H -5.635 -4.082 -5.262
H -5.151 -2.483 -4.890
H -6.283 -3.319 -3.833
H -3.247 -3.670 -4.066
H -4.121 -5.042 -3.474
H -1.739 -2.144 0.390
H -3.386 -1.820 1.105
H -2.423 -0.618 0.075

Mulliken atomic charge list, values in e, 6 entries:
1 Pb 1.225
2 Zn 0.163
3 O -0.809
4 H 0.287
5 O 0.510
6 H -0.108

Computed, not measured: a molecular structure, C17H19NO3S, with ωB97M-V/def2-TZVPD.

The frontier orbital gap is 8.3 eV. As for the total charge: 0. Its lowest unoccupied orbital energy is 0.0 eV. Its energy relative to the best compared isomer or geometry (same formula, charge and spin) is 15.40 kcal per mole. The largest force on an atom comes out at 0.897 eV Å⁻¹.

Cartesian coordinates (Å):
C -2.957 -1.309 -1.062
C -2.078 -2.388 -1.675
H -1.728 -2.071 -2.664
H -2.617 -3.334 -1.756
O -0.944 -2.685 -0.862
C 0.111 -1.877 -0.961
O 0.152 -0.908 -1.682
C 1.256 -2.356 -0.114
C 1.395 -1.639 1.272
O 0.575 -1.839 2.159
C 2.889 -1.544 1.663
H 3.335 -2.537 1.670
H 2.972 -1.098 2.655
S 3.799 -0.526 0.482
C 2.422 0.479 0.121
N 1.310 0.108 0.706
C 0.178 0.838 0.592
C -0.985 0.479 1.292
C -2.119 1.248 1.196
C -2.115 2.391 0.374
C -0.996 2.758 -0.321
C 0.186 2.001 -0.223
C 1.379 2.344 -0.893
C 2.520 1.606 -0.725
C 3.819 1.921 -1.387
H 4.607 2.018 -0.641
H 4.101 1.108 -2.055
H 3.748 2.841 -1.959
H 1.384 3.210 -1.540
H -1.000 3.636 -0.950
H -3.017 2.981 0.298
C -3.360 0.892 1.954
H -3.219 -0.028 2.514
H -3.614 1.690 2.651
H -4.199 0.769 1.271
H -0.958 -0.408 1.905
H 1.103 -3.409 0.123
H 2.174 -2.222 -0.686
H -2.421 -0.363 -1.039
H -3.230 -1.584 -0.047
H -3.858 -1.192 -1.658

Mulliken atomic charge list, values in e, 6 entries:
1 C -0.851
2 C -0.351
3 H 0.324
4 H 0.319
5 O -0.380
6 C 0.601

Computed, not measured: 2 unconnected molecules or ions with the total composition CH4F2N2 at a distorted geometry, with ωB97M-V/def2-TZVPD.

The frontier orbital gap is 9.1 eV. As for the total charge: 0. Its lowest unoccupied orbital energy is 0.4 eV. Its energy relative to the best compared isomer or geometry (same formula, charge and spin) is 42.07 kcal per mole. The largest force on an atom comes out at 1.348 eV Å⁻¹.

Cartesian coordinates (Å):
C 0.259 0.419 -0.001
N 0.261 -0.111 1.229
N 0.648 -0.217 -1.111
F 0.231 1.736 -0.076
F -2.109 -0.326 -0.101
H -0.034 -1.078 1.276
H -0.196 0.466 1.926
H 0.543 0.306 -1.970
H 0.398 -1.194 -1.172

Mulliken atomic charge list, values in e, 6 entries:
1 C 0.656
2 N -0.407
3 N -0.370
4 F -0.182
5 F -0.826
6 H 0.308

Computed, not measured: a molecular structure, C21H42MnN7PSe, with ωB97M-V/def2-TZVPD.

The frontier orbital gap (spin up / spin down) is 7.5 / 8.1 eV. As for the total charge: +2. As for the expectation value of S²: 8.75. Its spin multiplicity is 6. Its lowest unoccupied orbital energy (spin up / spin down) is -6.7 / -6.7 eV. The largest force on an atom comes out at 0.421 eV Å⁻¹.

Cartesian coordinates (Å):
Mn -0.633 -0.355 0.524
C 1.437 1.763 2.875
C 2.353 1.029 1.907
N 1.681 0.237 0.832
C 2.533 -0.904 0.447
C 1.789 -1.803 -0.513
N 0.542 -2.276 0.115
C 0.780 -3.323 1.145
C 0.381 -2.910 2.549
C -1.114 -2.649 2.693
N -1.469 -1.233 2.430
C -1.184 -0.382 3.598
C -1.541 1.056 3.281
N -0.905 1.519 2.029
C 0.228 2.441 2.253
H 2.042 2.525 3.370
H 1.114 1.101 3.679
H 2.979 0.341 2.475
H 3.038 1.739 1.435
H 1.663 0.857 0.020
H 2.777 -1.457 1.356
H 3.482 -0.573 0.015
H 2.421 -2.640 -0.823
H 1.514 -1.252 -1.418
H 0.001 -2.694 -0.630
H 1.830 -3.623 1.119
H 0.206 -4.211 0.868
H 0.952 -2.035 2.873
H 0.672 -3.714 3.228
H -1.467 -2.928 3.690
H -1.663 -3.266 1.978
H -2.478 -1.206 2.289
H -0.128 -0.486 3.837
H -1.743 -0.722 4.476
H -1.288 1.708 4.123
H -2.626 1.130 3.159
H -1.607 2.065 1.544
H -0.102 3.267 2.893
H 0.495 2.881 1.289
C -3.930 1.896 0.112
C -2.780 2.683 -0.506
P -1.545 1.564 -1.266
C -0.148 2.657 -1.737
C -0.412 3.791 -2.722
C -2.344 1.097 -2.861
C -3.329 2.092 -3.473
H -4.638 2.556 0.613
H -3.577 1.165 0.848
H -4.479 1.340 -0.649
H -2.274 3.324 0.224
H -3.158 3.375 -1.260
H 0.638 1.999 -2.126
H 0.240 3.060 -0.795
H -0.691 3.407 -3.703
H 0.485 4.394 -2.852
H -1.205 4.454 -2.379
H -2.851 0.144 -2.718
H -1.518 0.900 -3.550
H -4.224 2.197 -2.861
H -3.652 1.740 -4.452
H -2.897 3.081 -3.606
Se -4.235 -2.359 -0.013
N -4.512 -3.003 -1.639
C -3.420 -2.783 -2.339
C -3.249 -3.148 -3.711
C -2.070 -2.826 -4.290
C -1.061 -2.150 -3.524
N -1.165 -1.791 -2.277
C -2.349 -2.104 -1.662
N -2.582 -1.783 -0.397
H -4.048 -3.658 -4.229
H -1.853 -3.065 -5.321
H -0.125 -1.915 -4.021

Mulliken atomic charge list, values in e, 6 entries:
1 Mn 2.259
2 C -0.724
3 C -0.974
4 N 0.096
5 C -0.815
6 C -0.967

Computed, not measured: 12 unconnected molecules or ions with the total composition C32H64Br22O3 at a distorted geometry, with ωB97M-V/def2-TZVPD.

The frontier orbital gap is 9.8 eV. As for the SMILES: CCC[C@@H](C)OC(=O)OCC(C)C.BrCCBr.BrCCBr.BrCCBr.BrCCBr.BrCCBr.BrCCBr.BrCCBr.BrCCBr.BrCCBr.BrCCBr.BrCCBr. As for the total charge: 0. Its lowest unoccupied orbital energy is 0.1 eV. The largest force on an atom comes out at 1.812 eV Å⁻¹.

Cartesian coordinates (Å):
C -0.775 1.750 -1.295
C -1.402 0.843 -2.340
C -2.563 -0.036 -1.865
C -2.850 -0.056 -0.385
C -4.276 -0.450 -0.152
O -2.004 -1.085 0.201
C -1.342 -0.694 1.260
O -1.688 0.180 1.985
O -0.218 -1.385 1.477
C 0.739 -1.324 0.408
C 0.663 -2.368 -0.695
C 0.275 -3.753 -0.207
C 1.988 -2.287 -1.462
H -0.629 1.283 -0.340
H 0.191 2.059 -1.640
H -1.362 2.637 -1.167
H -1.778 1.488 -3.108
H -0.629 0.259 -2.797
H -2.331 -1.052 -2.121
H -3.466 0.181 -2.394
H -2.739 0.893 0.098
H -4.460 -1.452 -0.440
H -4.883 0.208 -0.736
H -4.562 -0.266 0.864
H 1.691 -1.453 0.884
H 0.747 -0.324 0.012
H -0.099 -2.061 -1.381
H 1.141 -4.382 -0.142
H -0.349 -4.212 -0.947
H -0.234 -3.742 0.734
H 1.821 -1.936 -2.456
H 2.450 -3.252 -1.541
H 2.655 -1.614 -0.951
Br 5.162 -5.740 -4.911
C 4.486 -4.005 -5.474
C 3.595 -3.388 -4.438
Br 1.825 -4.193 -4.403
H 3.991 -4.156 -6.426
H 5.362 -3.378 -5.609
H 3.429 -2.339 -4.667
H 3.998 -3.479 -3.435
Br -5.458 2.716 0.537
C -4.227 3.758 1.623
C -4.014 3.132 2.973
Br -5.535 3.427 4.156
H -4.633 4.762 1.679
H -3.291 3.774 1.070
H -3.166 3.590 3.475
H -3.865 2.059 2.919
Br 6.482 -1.041 -5.489
C 5.823 0.704 -6.048
C 4.903 1.324 -5.031
Br 3.129 0.528 -5.063
H 5.348 0.564 -7.012
H 6.716 1.314 -6.168
H 4.745 2.376 -5.257
H 5.271 1.225 -4.015
Br -2.265 3.919 7.532
C -3.447 2.380 7.357
C -4.569 2.433 8.354
Br -3.972 1.950 10.139
H -2.828 1.497 7.461
H -3.838 2.435 6.345
H -5.339 1.709 8.100
H -5.012 3.420 8.431
Br -7.849 -2.191 1.229
C -8.524 -0.374 1.051
C -8.991 -0.089 -0.350
Br -7.482 0.182 -1.544
H -7.724 0.289 1.365
H -9.353 -0.301 1.750
H -9.559 0.837 -0.380
H -9.584 -0.892 -0.771
Br -5.715 5.479 11.146
C -3.799 5.813 11.183
C -3.176 5.336 12.464
Br -3.553 6.539 13.946
H -3.664 6.876 11.020
H -3.394 5.259 10.339
H -2.093 5.318 12.373
H -3.532 4.355 12.757
Br -8.637 4.916 1.149
C -8.451 5.714 2.914
C -9.578 6.661 3.223
Br -9.377 8.352 2.284
H -7.481 6.197 2.937
H -8.454 4.878 3.608
H -9.580 6.914 4.279
H -10.545 6.261 2.942
Br 9.999 0.005 -4.423
C 11.082 -1.594 -4.645
C 11.091 -2.068 -6.072
Br 9.432 -2.968 -6.548
H 10.684 -2.338 -3.963
H 12.082 -1.309 -4.329
H 11.871 -2.811 -6.216
H 11.226 -1.260 -6.782
Br -2.570 -7.807 -1.176
C -3.535 -6.121 -1.277
C -4.039 -5.850 -2.671
Br -2.593 -5.278 -3.838
H -2.855 -5.354 -0.920
H -4.369 -6.221 -0.586
H -4.760 -5.037 -2.676
H -4.481 -6.728 -3.126
Br 9.654 -7.742 -3.579
C 9.366 -6.770 -1.920
C 8.068 -6.010 -1.937
Br 8.187 -4.408 -3.027
H 10.224 -6.123 -1.783
H 9.351 -7.527 -1.139
H 7.818 -5.665 -0.937
H 7.244 -6.594 -2.334
Br 9.668 2.268 -1.562
C 8.466 2.770 -3.002
C 7.403 3.730 -2.542
Br 6.016 2.831 -1.515
H 8.050 1.848 -3.396
H 9.098 3.236 -3.755
H 6.892 4.169 -3.395
H 7.798 4.518 -1.912

Mulliken atomic charge list, values in e, 6 entries:
1 C -1.387
2 C -0.436
3 C -1.038
4 C 1.160
5 C -1.896
6 O -0.244

Computed, not measured: a molecular structure, C2H4BrCl at a distorted geometry, with ωB97M-V/def2-TZVPD.

The frontier orbital gap (spin up / spin down) is 6.2 / 6.1 eV. As for the total charge: 0. As for the expectation value of S²: 2.01. Its spin multiplicity is 3. Its lowest unoccupied orbital energy (spin up / spin down) is 1.0 / -4.1 eV. Its energy relative to the best compared isomer or geometry (same formula, charge and spin) is 54.39 kcal per mole. The largest force on an atom comes out at 4.309 eV Å⁻¹.

Cartesian coordinates (Å):
C -0.983 -0.406 -0.382
C 0.592 0.312 0.406
Cl 0.978 1.922 -0.396
Br 2.031 -1.009 0.107
H -0.564 -1.430 -0.176
H -1.511 0.083 0.387
H -0.918 -0.032 -1.386
H 0.375 0.561 1.441

Mulliken atomic charge list, values in e, 6 entries:
1 C -0.762
2 C -0.291
3 Cl -0.184
4 Br -0.090
5 H 0.275
6 H 0.339

Question: Look up the largest force on an atom of the sixth one.
Answer: 1.348 eV Å⁻¹